# 1
This record from the OMol25 dataset describes a 7-piece molecular cluster, C16H37Cl12N2O2P overall. The level of theory is ωB97M-V/def2-TZVPD.

Geometry as ORCA input:
```
! RIJCOSX wB97M-V def2-TZVPD def2/J DEFGRID3
* xyz 0 1
C -1.29611 1.23695 4.93794
P -0.84962 1.35034 3.14983
C -2.38648 0.31941 2.66152
C -2.56346 0.05284 1.16112
C -2.38475 1.25934 0.24641
N -3.34239 2.33759 0.52786
C 0.33372 0.16885 2.33755
C 0.11688 -1.31483 2.65472
C 1.47385 -2.04822 2.71102
C 1.37955 -3.53195 2.31608
N 1.28116 -4.45551 3.46996
C 0.64541 2.60046 3.53340
C 0.06947 3.98100 3.63366
O -0.89514 4.28143 4.34336
O 0.63166 4.93734 2.83558
H -2.09788 1.94896 5.09967
H -0.48337 1.50661 5.59731
H -1.68467 0.25690 5.18595
H -1.43307 2.43920 2.45627
H -3.24932 0.90135 2.99082
H -2.45872 -0.61455 3.21042
H -3.58581 -0.29322 1.00456
H -1.92566 -0.74427 0.79318
H -1.35734 1.61937 0.29559
H -2.56059 0.91098 -0.76499
H -2.86631 3.22472 0.52669
H -3.77520 2.21487 1.42899
H 1.32253 0.41938 2.70791
H 0.37678 0.35544 1.26867
H -0.45712 -1.81935 1.88775
H -0.40024 -1.43863 3.60160
H 2.09404 -1.56498 1.96119
H 1.94102 -1.94422 3.68387
H 2.30754 -3.77926 1.80929
H 0.54341 -3.70179 1.64767
H 0.69588 -4.03560 4.18014
H 2.20405 -4.47256 3.88439
H 1.17864 2.35084 4.44468
H 1.36648 2.60628 2.71558
H 1.39185 4.56700 2.38810
C 4.44055 0.96574 1.01760
Cl 4.31554 0.14648 2.57739
Cl 3.37790 2.37797 0.94765
H 5.46356 1.28890 0.87148
H 4.14420 0.27604 0.23645
C -3.02952 -1.27680 -3.26260
Cl -1.56678 -1.26758 -2.26708
Cl -4.49132 -1.03989 -2.29480
H -2.94780 -0.47040 -3.98377
H -3.09699 -2.23351 -3.76611
C -1.16438 0.05982 -7.15368
Cl 0.23496 0.02607 -6.07332
Cl -2.66638 0.27153 -6.24589
H -1.05656 0.88799 -7.84003
H -1.21216 -0.87932 -7.69099
C -2.70562 4.12589 -7.58400
Cl -2.11113 3.68814 -5.97896
Cl -1.75108 3.41131 -8.89297
H -3.72916 3.78454 -7.67784
H -2.65355 5.20262 -7.68525
C 2.22247 -7.31999 1.32732
Cl 1.93350 -8.98806 1.83524
Cl 3.83675 -7.11351 0.62942
H 1.48675 -7.05406 0.57864
H 2.13213 -6.67025 2.19065
C 4.12862 1.18850 -5.79791
Cl 5.29646 -0.00444 -6.37718
Cl 4.49335 1.72354 -4.15211
H 4.15672 2.04871 -6.45494
H 3.14336 0.74000 -5.80506
*
```

Computed properties:
Strongest force on any atom (eV/Å): 2.41
Lowest unoccupied orbital energy (eV): 0.12
SMILES string: C[PH](CCCN)(CCCCN)CC(=O)O.ClCCl.ClCCl.ClCCl.ClCCl.ClCCl.ClCCl
Highest occupied orbital energy (eV): -8.06

# 2
This record from the OMol25 dataset describes a 2-piece molecular cluster, CH7OS overall. The level of theory is ωB97M-V/def2-TZVPD.

Geometry as ORCA input:
```
! RIJCOSX wB97M-V def2-TZVPD def2/J DEFGRID3
* xyz 1 1
O 1.96339 -0.18337 0.04888
H -2.01848 1.44885 0.68843
H 1.96052 -1.12454 -0.15943
H 2.88817 0.06274 0.17271
C -1.09805 -0.39703 -0.33504
S -0.73885 1.31362 0.25858
H -2.15200 -0.42180 -0.61683
H -0.91157 -1.06405 0.50512
H -0.48226 -0.64353 -1.20120
H 0.58913 1.00911 0.63877
*
```

Computed properties:
Strongest force on any atom (eV/Å): 3.80
Lowest unoccupied orbital energy (eV): -5.75
Highest occupied orbital energy (eV): -16.55

# 3
This record from the OMol25 dataset describes a 11-piece molecular cluster, C22H64F6N8O10P overall. The level of theory is ωB97M-V/def2-TZVPD.

Geometry as ORCA input:
```
! RIJCOSX wB97M-V def2-TZVPD def2/J DEFGRID3
* xyz -1 1
P 0.29998 0.31888 -0.50887
F 1.22570 0.60430 -1.79835
F -1.07848 0.56780 -1.32894
F 0.26578 -1.26317 -0.95866
F -0.60302 -0.11016 0.74604
F 1.65278 0.19841 0.35192
F 0.32611 1.91931 -0.15822
C -1.96521 -3.13959 2.53682
O -0.83397 -3.25818 2.95781
N -2.96306 -4.02561 2.88867
N -2.32932 -2.22148 1.59961
H -3.87150 -4.09640 2.47302
H -2.66137 -4.73643 3.52915
H -3.28930 -2.22251 1.28483
H -1.62720 -1.62886 1.19303
C -0.62177 4.19114 2.75519
O -0.43850 3.28071 3.54818
N -0.55074 4.09611 1.41368
N -1.07435 5.42363 3.15551
H -0.85381 4.82953 0.80156
H -0.44435 3.20664 0.94798
H -1.26253 6.12888 2.46675
H -1.30122 5.64948 4.10388
C 0.11557 -0.12634 4.24339
O 0.41782 -1.27486 4.47100
N 0.87585 0.77409 3.54992
N -1.04439 0.43568 4.65035
H 1.69890 0.48567 3.05050
H 0.42809 1.56753 3.09245
H -1.24563 1.39220 4.41875
H -1.75503 -0.15436 5.03350
C 2.78365 -2.48366 1.62146
O 1.96509 -2.64267 2.51254
N 2.59055 -2.86964 0.33573
N 4.04448 -2.02971 1.96497
H 1.64978 -3.18146 0.16628
H 3.35595 -2.89899 -0.30729
H 4.06734 -1.59636 2.86792
H 4.70399 -1.86695 1.22603
C 1.78305 -0.55763 -4.94131
C 1.40290 -1.93269 -4.40472
C 1.70580 -3.05597 -5.35836
O 2.15824 -2.15835 -3.20502
H 1.55468 0.23698 -4.22874
H 1.08552 -0.24634 -5.73063
H 2.82502 -0.62632 -5.24542
H 0.34110 -1.95627 -4.13620
H 1.40067 -2.82166 -6.37927
H 1.21052 -3.98320 -5.04988
H 2.73856 -3.41589 -5.39615
H 1.86964 -1.48354 -2.57760
C -4.25431 -0.44189 -0.66520
C -5.47990 -0.73458 0.18405
C -6.66129 -1.05388 -0.72557
O -5.17066 -1.92551 0.93315
H -4.40364 0.44108 -1.29030
H -4.14381 -1.25890 -1.38553
H -3.31238 -0.34380 -0.13036
H -5.78117 0.16660 0.72732
H -6.80558 -0.22632 -1.43679
H -7.61067 -1.11755 -0.19043
H -6.52179 -1.87974 -1.42434
H -5.85190 -1.96845 1.61446
C 6.42376 -0.98663 -2.66916
C 5.51814 0.25536 -2.53688
C 4.41949 0.08162 -1.49390
O 6.32397 1.40677 -2.26174
H 5.83198 -1.88558 -2.52238
H 7.32712 -0.91708 -2.06696
H 6.77206 -0.94053 -3.70569
H 4.99117 0.34723 -3.49280
H 3.61469 0.81031 -1.60968
H 4.65850 0.26560 -0.43701
H 4.06255 -0.94664 -1.53336
H 5.78944 1.91985 -1.64682
C 3.70602 3.20725 1.97857
C 3.03808 4.28570 1.09981
C 3.85105 5.54479 1.09419
O 2.91064 3.66850 -0.18840
H 3.55039 3.55521 3.01089
H 4.76811 2.96318 1.89757
H 3.22586 2.22732 1.91582
H 2.03432 4.39275 1.51701
H 4.83391 5.36217 0.65790
H 3.97786 5.97428 2.08630
H 3.34342 6.29901 0.48442
H 2.21437 3.00331 -0.13809
C -4.31969 3.44472 1.62034
C -3.72368 4.28093 0.48863
C -3.22926 3.42445 -0.66371
O -4.71884 5.22277 0.10664
H -5.06217 2.71145 1.29716
H -4.77828 4.11208 2.35136
H -3.53894 2.89072 2.15074
H -2.88790 4.78901 0.96954
H -2.60396 4.03466 -1.30920
H -4.04489 2.86413 -1.12953
H -2.73382 2.56991 -0.19083
H -4.90744 5.15929 -0.83213
C -1.49389 -4.88645 -2.15070
C -1.32147 -4.68049 -0.64084
C -1.40569 -5.92713 0.18543
O 0.03451 -4.19016 -0.51553
H -2.42726 -5.39530 -2.43976
H -0.66560 -5.43445 -2.58920
H -1.68119 -3.91031 -2.60787
H -1.95340 -3.84980 -0.31863
H -2.39804 -6.36511 0.00653
H -1.31220 -5.67164 1.23824
H -0.75679 -6.73080 -0.16236
H 0.01169 -3.25504 -0.75920
*
```

Computed properties:
Strongest force on any atom (eV/Å): 2.98
Lowest unoccupied orbital energy (eV): 2.08
Highest occupied orbital energy (eV): -5.76